Version A
The following is a quantum chemistry calculation of a 2-piece molecular cluster, C4H9S overall, from OMol25.

Atoms and positions in Å:
C 2.047 1.909 1.140
S 0.483 1.158 1.873
H 1.934 2.995 1.217
H 2.870 1.659 1.807
H 2.196 1.640 0.097
C -0.222 -0.365 -1.085
C -1.486 -1.185 -1.015
C -1.893 -1.800 0.093
H -0.115 0.226 -0.146
H 0.647 -1.023 -1.188
H -0.260 0.265 -1.971
H -2.060 -1.360 -1.924
H -2.725 -2.500 0.057
H -1.417 -1.619 1.045

As for the net charge: -1. The LUMO energy is 4.103 eV. The calculation puts the frontier orbital gap at 6.4 eV.



Version B
The following is a quantum chemistry calculation of a 2-piece molecular cluster, C4H9S overall, from OMol25.

Atoms and positions in Å:
C -2.135 -1.150 0.625
S -1.274 -2.131 -0.695
H -2.599 -0.192 0.388
H -2.829 -1.864 1.087
H -1.407 -1.085 1.472
C 0.095 0.987 -0.417
C 1.293 0.100 -0.587
C 2.502 0.571 -0.234
H 0.296 1.567 0.520
H -0.060 1.817 -1.116
H -0.923 0.654 -0.284
H 1.021 -0.954 -0.273
H 3.387 0.120 -0.707
H 2.634 1.561 0.222

As for the net charge: -1. The LUMO energy is 3.994 eV. The calculation puts the frontier orbital gap at 6.2 eV.



Which of them is the most stable, and which is the least stable? version A and version B, in that order.



Version A
The following is a quantum chemistry calculation of one molecule with the formula C14H25N3O3, from OMol25.

Atoms and positions in Å:
C -5.858 1.963 1.651
C -4.968 1.195 0.682
C -3.855 2.080 0.124
C -3.001 1.389 -0.940
C -2.141 0.263 -0.370
C -1.265 -0.384 -1.440
C -0.135 0.514 -1.971
C 1.067 -0.424 -2.079
C 2.405 0.167 -1.632
C 2.408 0.592 -0.146
C 3.512 -0.102 0.604
C 4.864 0.558 0.671
N 3.207 -1.230 1.096
N 4.066 -2.000 1.775
C 3.730 -3.297 2.137
N 2.511 -3.688 1.712
O 4.498 -3.960 2.802
C 0.662 -1.615 -1.211
O 1.362 -2.524 -0.867
O -0.626 -1.534 -0.882
H -6.326 2.809 1.153
H -5.274 2.339 2.488
H -6.642 1.319 2.043
H -5.573 0.815 -0.144
H -4.535 0.338 1.201
H -4.309 2.969 -0.321
H -3.213 2.413 0.943
H -2.350 2.134 -1.404
H -3.652 0.987 -1.719
H -1.502 0.648 0.428
H -2.774 -0.516 0.055
H -1.900 -0.740 -2.263
H -0.400 0.964 -2.925
H 0.072 1.312 -1.257
H 1.174 -0.802 -3.102
H 2.648 1.014 -2.275
H 3.167 -0.599 -1.782
H 2.523 1.673 -0.056
H 1.466 0.303 0.320
H 4.922 1.380 -0.036
H 5.046 0.949 1.674
H 5.653 -0.158 0.440
H 5.006 -1.694 2.014
H 2.060 -3.159 0.979
H 2.271 -4.657 1.828

Its SMILES is CCCCC[C@H]1C[C@@H](CC/C(C)=N/NC(N)=O)C(=O)O1. The LUMO energy is 0.647 eV. The calculation puts the frontier orbital gap at 9.2 eV.



Version B
The following is a quantum chemistry calculation of one molecule with the formula C14H25N3O3, from OMol25.

Atoms and positions in Å:
C -1.957 -3.297 0.023
C -2.169 -2.388 -1.188
O -1.157 -1.396 -1.198
C -1.045 -0.646 -2.477
C -0.498 0.761 -2.167
C -1.435 1.618 -1.344
C -2.463 2.529 -1.875
C -2.606 2.853 -3.349
N -3.124 3.084 -0.892
O -2.568 2.564 0.311
C -1.518 1.747 0.015
N -0.601 1.079 0.850
C -0.318 1.363 2.169
O -0.867 2.301 2.734
C 0.773 0.531 2.857
N 1.888 0.081 1.961
C 2.745 1.141 1.381
C 4.199 0.709 1.086
C 1.758 -1.249 1.320
C 2.110 -2.467 2.204
H -2.771 -4.044 0.087
H -0.989 -3.801 -0.027
H -2.039 -2.755 0.993
H -2.107 -2.999 -2.082
H -3.130 -1.868 -1.120
H -2.009 -0.539 -2.938
H -0.402 -1.163 -3.193
H -0.316 1.309 -3.119
H 0.481 0.628 -1.646
H -3.294 3.727 -3.460
H -1.642 3.135 -3.770
H -2.986 2.000 -3.907
H 0.030 0.398 0.445
H 1.171 1.124 3.699
H 0.288 -0.342 3.289
H 2.241 1.515 0.491
H 2.865 1.953 2.105
H 4.857 1.611 0.952
H 4.213 0.051 0.195
H 4.574 0.163 1.947
H 0.775 -1.363 0.931
H 2.432 -1.300 0.485
H 3.157 -2.476 2.453
H 1.538 -2.508 3.124
H 1.914 -3.377 1.645

Its SMILES is CCOCCc1c(C)noc1NC(=O)CN(CC)CC. The LUMO energy is 0.659 eV. The calculation puts the frontier orbital gap at 9.0 eV.



Which of them is the most stable, and which is the least stable? version A and version B, in that order.



Version A
The following is a quantum chemistry calculation of C21H39Cl3N7O3RuSi as an isolated structure, from OMol25.

Atoms and positions in Å:
C 0.629 1.980 -5.573
C -0.413 1.712 -4.510
H 0.148 1.982 -6.559
H 1.413 1.222 -5.543
H 1.099 2.967 -5.479
C -1.707 1.877 -4.898
C -2.209 1.910 -6.320
H -2.526 1.946 -4.180
H -2.032 0.933 -6.830
H -1.797 2.685 -6.993
H -3.297 2.102 -6.367
Ru 1.570 -0.532 1.929
Cl 2.833 1.317 1.482
Cl 1.178 -2.780 1.727
H 2.934 -2.974 5.230
H 5.622 -2.050 4.448
C 3.026 -3.269 4.171
C 5.241 -2.379 3.481
N 3.803 -2.250 3.472
H 2.031 -3.322 3.691
C 3.262 -0.990 3.394
O 2.218 -0.600 4.025
H 5.681 -1.748 2.709
H 3.940 -0.258 2.872
H 3.554 -4.224 4.036
H 5.510 -3.418 3.320
H -1.258 -2.060 -4.205
H -3.530 -0.548 -4.350
C -1.860 -2.661 -3.498
C -3.900 -1.273 -3.594
N -2.780 -1.784 -2.791
H -1.225 -3.165 -2.773
C -2.835 -1.744 -1.409
O -2.100 -2.370 -0.646
H -4.619 -0.764 -2.924
H -3.613 -1.015 -1.061
H -2.448 -3.389 -4.076
H -4.387 -2.118 -4.120
O 0.464 -0.148 -2.935
C 0.096 1.313 -3.101
C -2.149 1.134 -2.006
C -0.891 1.732 -2.040
H -2.293 0.312 -2.673
C -3.177 1.659 -1.219
H 1.064 1.781 -2.950
C -0.595 2.768 -1.144
H -4.178 1.260 -1.348
C -2.891 2.752 -0.406
C -1.591 3.254 -0.319
H 0.407 3.193 -1.157
H -3.705 3.189 0.168
H -1.386 4.139 0.283
Si 1.893 -0.907 -3.101
Cl 0.476 -0.127 0.202
C 1.527 -2.689 -2.806
C 3.058 -1.005 -1.490
C 3.122 -0.063 -4.202
H 0.579 -3.053 -3.203
H 1.568 -2.940 -1.723
H 2.377 -3.136 -3.354
H 2.820 -0.320 -5.238
H 4.139 -0.487 -3.973
H 3.186 1.028 -4.003
H 3.436 -0.025 -1.167
H 3.870 -1.617 -1.944
H 2.611 -1.536 -0.624
N -2.055 3.102 2.798
N -1.599 1.784 2.864
N -2.425 0.701 2.947
C -1.574 -0.291 2.624
N -0.299 0.176 2.504
N -0.383 1.521 2.407
H -1.225 3.694 2.729
H -2.596 3.261 3.638
H -1.872 -1.326 2.430

As for the spin multiplicity: 6. The LUMO energy (alpha / beta) is 0.442 / -1.462 eV. The calculation puts the frontier orbital gap (alpha / beta) at 6.6 / 6.8 eV.



Version B
The following is a quantum chemistry calculation of C21H39Cl3N7O3RuSi as an isolated structure, from OMol25.

Atoms and positions in Å:
C 4.588 1.480 1.026
C 3.558 1.574 -0.082
H 5.623 1.507 0.672
H 4.487 0.594 1.667
H 4.469 2.343 1.706
C 3.876 1.982 -1.343
C 5.241 2.229 -1.826
H 3.110 2.470 -1.930
H 5.746 1.265 -1.974
H 5.840 2.842 -1.120
H 5.199 2.769 -2.786
Ru -2.455 -0.719 1.345
Cl -2.062 0.752 3.102
Cl -2.586 -2.681 0.108
H -6.431 -3.176 2.029
H -5.660 -3.045 4.960
C -5.369 -3.445 2.045
C -4.707 -3.273 4.450
N -4.656 -2.729 3.095
H -4.912 -3.206 1.081
C -4.366 -1.429 2.891
O -4.594 -0.851 1.776
H -3.882 -2.860 5.044
H -3.996 -0.874 3.778
H -5.265 -4.515 2.243
H -4.609 -4.361 4.401
H 3.039 -1.654 -1.833
H 3.225 0.372 -3.707
C 2.245 -2.011 -2.505
C 2.420 -0.202 -4.180
N 1.617 -0.864 -3.149
H 1.486 -2.552 -1.939
C 0.224 -0.844 -3.222
O -0.525 -1.763 -2.916
H 1.790 0.479 -4.760
H -0.152 0.148 -3.577
H 2.703 -2.665 -3.262
H 2.882 -0.941 -4.849
O 2.352 0.277 0.190
C 2.117 1.624 0.373
C 1.005 1.902 -1.844
C 1.036 2.200 -0.483
H 1.691 1.144 -2.207
C 0.269 2.687 -2.737
H 2.098 1.962 1.435
C 0.139 3.144 0.025
H 0.380 2.537 -3.811
C -0.554 3.695 -2.231
C -0.624 3.906 -0.850
H 0.086 3.290 1.101
H -1.126 4.310 -2.931
H -1.205 4.736 -0.447
Si 1.293 -1.561 1.507
Cl -0.415 -0.202 0.483
C 1.330 -3.263 0.741
C -0.022 -2.007 2.850
C 2.719 -0.813 2.375
H 1.677 -3.300 -0.289
H 0.339 -3.739 0.807
H 2.004 -3.876 1.361
H 3.596 -0.981 1.744
H 2.887 -1.309 3.338
H 2.536 0.253 2.560
H -0.229 -1.180 3.542
H 0.335 -2.881 3.433
H -1.006 -2.340 2.436
N -3.659 3.729 -0.990
N -3.647 2.335 -0.933
N -3.881 1.493 -1.996
C -3.400 0.340 -1.498
N -2.912 0.492 -0.237
N -2.919 1.813 0.047
H -3.460 4.026 -0.029
H -4.576 4.034 -1.298
H -3.391 -0.626 -1.996

As for the spin multiplicity: 6. The LUMO energy (alpha / beta) is 0.476 / -1.499 eV. The calculation puts the frontier orbital gap (alpha / beta) at 5.9 / 4.9 eV.



Which of them is the most stable, and which is the least stable? version A and version B, in that order.